Here is 2 unconnected molecules or ions with the total composition CHBrINO2 in a non-equilibrium geometry from the OMol25 dataset. Energies are from wB97M-V/def2-TZVPD.

```
7
Properties=species:S:1:pos:R:3:forces:R:3
I -1.9187 0.0427 1.3891 0.52 -0.52 -0.07
Br 0.5506 -2.3594 0.6865 -0.33 1.62 0.31
O -0.8068 1.2635 -1.3467 -1.07 0.90 -0.67
O 1.1793 0.6190 -1.8884 2.05 -0.12 -1.63
N 0.2368 0.7427 -1.2295 -1.06 -1.06 2.61
C 0.0461 -0.5124 0.9573 -0.49 -0.13 -0.46
H 0.7127 0.2040 1.4316 0.39 -0.71 -0.10
```
Forces are in eV/Å.

## Properties
Energy above the lowest of the compared OMol25 structures with the same formula, charge and spin, kJ/mol: 182.5
LUMO (alpha / beta), eV: -1.145 / -0.949
Frontier orbital gap (alpha / beta), eV: 7.56 / 8.88
Charge: 0